A molecular structure, C43H44N4O5PS6Tc at a distorted geometry. Source: the OMol25 dataset; level of theory: the ωB97M-V functional and the def2-TZVPD basis.

XYZ file:
```
104
Properties=species:S:1:pos:R:3:forces:R:3
Tc 0.315 0.130 0.279 0.3522 -0.8014 1.3818
O 0.205 1.860 1.797 -0.1993 -0.3553 -0.4384
S 0.729 3.127 2.441 0.2970 0.7089 -0.3891
C -0.041 4.549 1.556 -0.0765 -0.1989 0.2114
C -0.501 4.169 0.157 -0.0867 -0.0318 0.0394
C -1.997 3.866 0.082 0.0882 -0.1183 -0.0116
C -2.459 3.550 -1.337 0.2582 -0.0896 -0.1184
S -2.170 1.773 -1.784 -0.6773 0.4584 -0.1140
O -1.142 1.344 -0.772 0.1898 -0.2671 0.5212
C -3.810 1.258 -1.251 0.1669 -0.2485 -0.0511
C -4.116 0.979 0.067 0.0815 0.0347 0.0510
C -5.411 0.611 0.398 -0.0225 -0.0020 0.0467
C -6.386 0.528 -0.587 -0.0197 -0.0154 -0.0185
C -6.069 0.814 -1.908 -0.0290 0.0270 0.0285
C -4.775 1.178 -2.244 0.1498 0.0483 -0.1174
C 2.426 3.330 1.816 -0.0939 -0.2299 0.2052
C 3.260 4.300 2.177 -0.0534 0.1462 0.0125
C 4.715 4.192 1.830 -0.0486 -0.0125 0.0583
C 5.727 2.864 0.370 0.1263 0.0850 0.0058
C 4.737 1.725 -0.005 0.0267 -0.2527 -0.0804
C 2.924 2.148 1.103 0.0837 -0.1068 0.2061
H 0.720 5.328 1.543 0.0426 -0.0333 0.1042
H -0.868 4.879 2.187 0.0018 -0.0083 0.0129
H 0.047 3.284 -0.163 0.0315 0.0916 -0.1183
H -0.269 4.985 -0.532 0.0640 0.0004 0.0267
H -2.558 4.731 0.442 -0.0415 -0.0214 -0.0003
H -2.228 3.022 0.736 -0.0319 0.1053 0.0850
H -1.922 4.142 -2.078 -0.0032 -0.0041 0.0412
H -3.527 3.719 -1.459 0.0143 -0.0475 -0.0671
H -3.350 1.032 0.825 0.0522 -0.0280 0.0749
H -5.656 0.393 1.430 -0.0026 -0.0081 -0.0156
H -7.397 0.247 -0.325 0.0109 -0.0119 0.0110
H -6.829 0.754 -2.675 0.0120 -0.0051 -0.0077
H -4.513 1.406 -3.272 -0.0211 -0.0716 -0.0183
H 2.937 5.156 2.762 -0.0500 -0.0437 0.0482
H 5.278 4.880 2.457 0.0150 0.0086 -0.0442
H 6.750 2.724 0.031 -0.0177 0.0173 -0.0420
H 5.153 0.884 -0.552 0.0322 0.0151 0.0224
H 2.225 1.337 1.249 0.0524 0.0295 -0.0276
O 2.226 -2.604 -0.230 -0.0582 -0.0954 -0.0234
S 1.570 -2.266 -1.465 0.5293 -0.4267 -0.0943
O 1.031 -3.320 -2.263 -0.1264 0.1951 -0.0242
O 0.519 -1.170 -1.246 -0.0676 0.1690 0.4706
C 2.833 -1.451 -2.432 -0.1183 0.0584 0.2651
C 3.547 -2.236 -3.324 -0.0685 -0.0833 -0.0123
C 4.614 -1.687 -4.016 -0.0313 0.0238 0.0317
C 4.957 -0.357 -3.815 0.0617 0.0414 -0.0558
C 4.229 0.431 -2.939 -0.0902 -0.0242 0.0948
C 3.164 -0.114 -2.225 -0.2335 -0.2481 0.2039
P 2.100 1.004 -1.248 0.1407 0.6629 -0.4205
C 3.301 2.226 -0.429 -0.2020 0.0350 -0.2558
C 4.325 1.642 1.484 -0.0215 0.0623 0.0701
C 5.311 2.752 1.856 0.0490 -0.0449 0.1599
C 5.174 4.314 0.324 -0.0811 -0.0457 -0.1535
C 4.181 4.519 -0.761 0.1473 0.0881 0.0667
C 3.355 3.548 -1.132 -0.0335 -0.0491 -0.1197
C 1.171 1.722 -2.685 -0.0610 0.1014 0.0746
C 0.771 0.838 -3.693 0.0843 0.0692 0.0668
C 0.018 1.277 -4.770 -0.0204 0.0143 -0.0673
C -0.361 2.606 -4.870 0.0024 -0.0052 -0.0139
C -0.019 3.482 -3.853 0.0275 0.0460 -0.0065
C 0.717 3.040 -2.763 0.0226 -0.0284 -0.0349
H 3.242 -3.264 -3.465 0.0631 -0.0048 -0.0371
H 5.171 -2.292 -4.717 0.0121 -0.0105 0.0098
H 5.790 0.074 -4.354 -0.0116 0.0088 -0.0131
H 4.482 1.478 -2.814 0.0191 0.0072 -0.0384
H 4.351 0.725 2.068 -0.0158 -0.0062 -0.0223
H 6.011 2.539 2.659 0.0101 -0.0101 -0.0158
H 5.971 5.050 0.236 0.0124 -0.0209 0.0607
H 4.226 5.443 -1.325 -0.0841 -0.0279 -0.0637
H 2.793 3.672 -2.043 0.0075 0.0998 0.0732
H 1.038 -0.205 -3.646 0.0468 -0.0428 -0.0469
H -0.261 0.574 -5.544 -0.0026 -0.0251 0.0259
H -0.919 2.957 -5.728 -0.0166 -0.0134 -0.0003
H -0.317 4.522 -3.906 0.0047 0.0042 -0.0112
H 0.939 3.748 -1.980 -0.0250 -0.0181 -0.0578
S -1.436 -0.669 1.679 0.7914 0.0591 -0.1552
C -0.632 -0.975 3.154 -0.3259 0.1829 -0.9370
C -1.462 -1.146 4.297 -0.1622 -0.0510 0.3837
N -2.165 -1.244 5.201 0.0412 -0.0196 -0.0449
C 0.744 -1.080 3.219 0.4171 0.0811 -0.6372
S 1.723 -0.943 1.823 -1.2385 0.5617 -0.4489
C 1.411 -1.364 4.444 0.1427 -0.0952 0.3226
N 1.973 -1.558 5.428 -0.0259 0.0065 -0.0493
C -4.667 -4.043 -3.698 -0.0093 -0.0370 -0.0487
N -4.062 -2.791 -3.259 -0.0500 -0.0269 0.0349
C -3.453 -2.023 -4.332 -0.0429 0.0214 0.0321
C -3.633 -2.625 -1.981 0.2690 0.3566 0.0725
S -2.257 -1.706 -1.633 -0.2675 -0.2238 -0.1020
N -4.350 -3.239 -1.008 -0.0325 -0.0866 -0.0553
C -5.794 -3.393 -1.095 -0.0345 0.0070 0.0152
C -3.807 -3.388 0.330 0.0487 -0.0150 0.0091
H -4.033 -4.497 -4.462 0.0083 0.0109 -0.0003
H -5.657 -3.872 -4.127 -0.0049 -0.0522 0.0065
H -4.748 -4.740 -2.870 0.0175 0.0048 -0.0620
H -4.109 -2.071 -5.202 -0.0024 -0.0201 0.0261
H -2.467 -2.416 -4.597 -0.0077 -0.0057 0.0106
H -3.335 -0.988 -4.024 0.0158 0.0244 -0.0159
H -6.170 -2.936 -2.006 -0.0073 -0.0108 0.0411
H -6.253 -2.884 -0.244 -0.0054 0.0119 0.0197
H -6.091 -4.444 -1.066 -0.0336 0.0252 -0.0082
H -2.738 -3.571 0.277 0.0081 0.0068 -0.0015
H -4.292 -4.242 0.804 -0.0289 0.0298 -0.0057
H -3.976 -2.496 0.940 -0.0261 0.0344 -0.0011
```
Positions in Å, forces in eV/Å.

Its net charge is +1. The energy above the lowest of the compared OMol25 structures with the same formula, charge and spin is 95.8 kcal per mole. The spin multiplicity is 2. The value obtained for the molar mass is 1018.22 g mol⁻¹. For the total energy, the calculation gives -5071.1001 Eh. The HOMO energy (alpha / beta) is -9.92 / -9.91 eV. Its expectation value of S² is 0.816. The calculation puts the orbital gap (alpha / beta) at 5.18 / 5.01 eV. The calculation puts the LUMO energy (alpha / beta) at -4.748 / -4.898 eV.